# 1
C4H11CsNO as an isolated structure at a distorted geometry, computed with ωB97M-V with the def2-TZVPD basis set.

Atoms and positions in Å:
Cs  2.5275  0.0421  0.9844
C  0.3446  1.7533  -0.7144
C  -0.3575  0.9633  0.4191
C  -0.1276  -0.5531  0.3518
O  -0.7009  -0.9581  -0.8265
C  -0.5382  -2.3620  -1.2165
N  0.1989  1.3430  1.6920
H  0.0372  1.4365  -1.7110
H  1.3808  1.4157  -0.6943
H  0.3236  2.8422  -0.6702
H  -1.4272  1.1623  0.4849
H  -0.6105  -1.0266  1.2066
H  0.8914  -0.9395  0.3314
H  0.5182  -2.6303  -1.2155
H  -1.0660  -2.7515  -2.0871
H  -1.0248  -2.9397  -0.4306
H  0.0393  2.3383  1.7545
H  -0.4087  0.8643  2.3415

Calculated values
charge	+1
orbital gap	10.3	eV
energy above the lowest of the compared OMol25 structures with the same formula, charge and spin	232.6	kJ/mol

# 2
A 15-piece molecular cluster, C4H40N3O14 overall at a distorted geometry, computed with ωB97M-V with the def2-TZVPD basis set.

Atoms and positions in Å:
C  1.7781  -0.7032  0.1622
C  2.5981  -1.1086  -0.9993
C  2.1812  -0.8377  -2.4740
N  0.5649  -3.2892  -2.9669
C  0.0077  -2.0292  -2.8552
N  0.7266  -0.9254  -2.6689
N  1.8899  0.7106  0.5292
H  2.1417  -1.4067  0.9852
H  0.7318  -1.0733  0.0065
H  3.6955  -0.8978  -0.8700
H  2.9222  -2.2574  -0.9973
H  2.4436  0.1968  -2.7333
H  2.7537  -1.5183  -3.1979
H  -0.0077  -4.1041  -2.9970
H  1.5383  -3.5661  -3.1212
H  -1.1005  -1.8728  -2.8042
H  0.2562  -0.1418  -2.2739
H  1.1377  0.9836  1.1045
H  2.0205  1.2685  -0.3311
H  -0.6021  1.4356  4.4145
H  -0.7850  1.0294  5.8348
O  -0.9935  0.7179  5.0806
H  -3.6268  1.9906  -0.9079
H  -2.2226  1.5024  -0.0413
O  -2.8486  1.3924  -0.7599
H  -2.3560  -0.8142  2.2707
H  -3.4322  -0.8012  1.2110
O  -2.4810  -0.5702  1.3468
H  -2.9789  -4.3476  -2.3741
H  -2.0345  -3.4410  -1.4931
O  -2.0749  -3.9573  -2.3693
H  1.9928  2.0401  -3.7983
H  0.8876  2.0309  -2.9080
O  1.8320  1.9441  -2.8139
H  -1.7575  1.1118  -1.9259
H  -0.9649  1.7388  -3.0775
O  -1.2166  0.8797  -2.7337
H  2.9530  0.9676  3.8771
H  2.4681  0.0406  5.1954
O  2.4072  0.8742  4.6953
H  1.1153  2.4459  4.1792
H  0.5957  3.6178  3.6516
O  0.3588  2.6932  3.6014
H  -0.7441  2.2577  1.8271
H  -1.6701  0.9630  1.7864
O  -1.1981  1.6335  1.2693
H  4.9596  2.2950  1.2594
H  3.9741  1.2095  1.2771
O  4.6963  1.5636  1.7363
H  -2.0250  -0.4370  4.0314
H  -1.2164  -1.6415  3.6233
O  -2.1392  -1.3211  3.7275
H  -0.1166  4.3804  -2.9816
H  1.0229  4.2987  -3.9808
O  0.2449  3.8415  -3.6690
H  -4.1226  -0.0213  -0.8258
H  -5.0069  -1.4437  -1.2287
O  -4.2918  -1.0588  -0.6950
H  -1.9515  -2.1520  0.3588
H  -1.4527  -3.3911  0.7953
O  -1.4780  -2.9262  0.0361

Calculated values
charge	+1
orbital gap	9.7	eV
energy above the lowest of the compared OMol25 structures with the same formula, charge and spin	62.8	kJ/mol

# 3
C19H20MoN2OS4 as an isolated structure, computed with ωB97M-V with the def2-TZVPD basis set.

Atoms and positions in Å:
Mo  -0.9575  0.2350  -2.0835
C  -0.7239  -1.9075  1.9241
C  -1.1389  -0.9554  0.8410
N  -0.5916  -0.9783  -0.3341
N  0.4192  -1.9526  -0.4718
C  1.2818  -1.6775  -1.3626
S  1.2575  -0.1881  -2.3484
S  2.6300  -2.8005  -1.5787
C  3.8429  -1.8292  -0.6063
C  3.3922  -1.5547  0.7988
C  3.3376  -2.5619  1.7570
C  2.8761  -2.2891  3.0346
C  2.4585  -1.0060  3.3684
C  2.5062  0.0034  2.4195
C  2.9706  -0.2741  1.1403
C  -2.1923  0.0249  1.1484
C  -2.9371  -0.1233  2.3336
C  -3.9070  0.7836  2.6986
C  -4.1515  1.8917  1.8914
C  -3.4472  2.0665  0.7189
C  -2.4845  1.1329  0.3429
O  -1.8631  1.3789  -0.8403
H  0.2353  -2.3659  1.7189
H  -1.4759  -2.6965  2.0048
H  -0.6762  -1.3852  2.8758
H  4.0352  -0.8906  -1.1268
H  4.7540  -2.4251  -0.6567
H  3.6538  -3.5661  1.5011
H  2.8485  -3.0771  3.7752
H  2.1096  -0.7960  4.3711
H  2.1969  1.0083  2.6769
H  3.0183  0.5182  0.4006
H  -2.7608  -0.9748  2.9725
H  -4.4709  0.6364  3.6084
H  -4.8978  2.6198  2.1799
H  -3.6241  2.9171  0.0763
C  0.6850  2.3961  -4.3797
S  -1.0246  1.9831  -3.9798
C  -1.5207  3.5134  -3.1691
H  1.2822  2.5321  -3.4803
H  0.6824  3.3111  -4.9690
H  1.0941  1.5883  -4.9822
H  -1.5723  4.2952  -3.9237
H  -0.8211  3.7812  -2.3798
H  -2.5046  3.3593  -2.7327
S  -2.1538  -2.4319  -4.0122
C  -1.6705  -1.2693  -3.1617

Calculated values
charge	+1
2S+1	2
orbital gap (alpha / beta)	6.3 / 6.1	eV
energy above the lowest of the compared OMol25 structures with the same formula, charge and spin	0.0	kJ/mol

# 4
A 5-piece molecular cluster, C2H14O4S overall, computed with ωB97M-V with the def2-TZVPD basis set.

Atoms and positions in Å:
C  2.4039  2.4943  0.8632
C  2.0728  1.6772  -0.3788
S  3.5276  0.8066  -1.0940
H  1.6870  3.3156  0.9859
H  2.3490  1.8633  1.7429
H  3.3689  2.9885  0.8245
H  1.6739  2.3308  -1.1456
H  1.3488  0.8996  -0.1583
H  4.4118  1.2865  -0.2140
O  -1.6071  -1.8032  2.4266
H  -2.2524  -1.4005  3.0240
H  -1.8441  -1.3502  1.6021
O  -0.8499  -0.7872  -1.9301
H  -1.3065  -1.5122  -1.4680
H  -0.1997  -0.5509  -1.2528
O  -2.6913  0.3576  -0.1918
H  -3.6172  0.5397  -0.4110
H  -2.2931  0.2594  -1.0842
O  -2.0417  -3.4624  -0.8255
H  -2.7533  -4.0701  -1.0523
H  -1.3874  -3.8822  -0.2628

Calculated values
orbital gap	9.5	eV
SMILES	CCS.O.O.O.O
energy above the lowest of the compared OMol25 structures with the same formula, charge and spin	71.8	kJ/mol